Entry 1:
# C9H14

An isolated molecule of C9H14 in a non-equilibrium geometry (ωB97M-V/def2-TZVPD, the OMol25 dataset).

Geometry as XYZ:
```
23
Properties=species:S:1:pos:R:3:forces:R:3:lowdin_charge:R:1
C 1.062898 -2.190892 -2.166486 -0.1 1.1 -0.7 -0.121
C 0.585499 -0.845173 -1.706238 -0.4 1.3 2.3 -0.160
C 0.878117 -0.470945 -0.422234 -0.3 -0.2 -0.2 0.024
C 1.158777 -0.094507 0.847174 0.1 0.4 -0.9 -0.071
C 0.759000 1.309803 1.329965 5.4 0.7 -0.7 -0.421
C -0.181610 1.319696 2.494428 -1.7 0.9 -2.1 -0.186
C -1.568794 0.952462 1.939915 0.8 -0.9 5.0 -0.085
C 1.160812 2.510100 0.419228 0.6 -0.7 0.2 -0.079
C 2.044729 2.205020 1.614410 -3.2 0.4 -0.3 -0.100
H 2.062129 -2.450473 -2.025604 1.9 -0.1 0.9 0.054
H 0.464045 -2.956179 -1.693716 -0.3 -0.2 -0.2 0.078
H 1.006669 -2.167869 -3.217230 -0.6 -0.6 -1.5 0.049
H -0.257438 -0.349946 -2.281977 0.3 -1.3 1.4 0.112
H 1.848018 -0.653942 1.559311 -2.1 -0.2 -0.6 0.138
H -0.262199 2.403874 2.745667 0.2 -0.9 0.7 0.126
H 0.084357 0.640518 3.324869 0.3 0.6 -0.5 0.126
H -2.151182 0.690189 2.840362 -0.3 0.0 -0.4 0.085
H -2.047107 1.722578 1.519668 -1.6 3.2 -1.7 0.030
H -1.653388 0.156239 1.312464 0.4 -2.4 -1.8 0.036
H 1.726126 2.362615 -0.543891 -1.3 -0.3 0.9 0.118
H 0.575576 3.421043 0.435582 -0.1 -0.1 0.1 0.090
H 2.960236 1.771626 1.405012 1.7 -0.6 -0.1 0.069
H 1.915802 2.885235 2.440393 0.4 0.0 0.3 0.089
```
Forces are in eV/Å.

Computed properties:
* net charge: 0
* LUMO level: -0.0096 hartree
* gap between HOMO and LUMO: 6.733 eV
* E_HOMO: -6.994 eV
* SMILES: CC=C=CC1(CC)CC1

***

Entry 2:
# C9H14

A 2-piece molecular cluster, C9H14 overall in a non-equilibrium geometry (ωB97M-V/def2-TZVPD, the OMol25 dataset).

Geometry as XYZ:
```
23
Properties=species:S:1:pos:R:3:forces:R:3:lowdin_charge:R:1
C 2.062146 -0.102816 2.833987 -0.3 0.5 0.5 -0.056
C 0.749733 0.100487 2.116565 0.7 0.1 -0.2 -0.282
C -0.171066 1.042955 2.564344 -1.1 -0.7 0.3 -0.058
C -1.386914 1.215297 1.906271 0.6 -0.1 -0.1 -0.086
C -1.614489 0.575806 0.688540 0.0 0.8 0.5 -0.095
C -0.667037 -0.306444 0.219924 0.2 -0.9 -0.2 -0.104
C 0.482001 -0.605903 0.946960 -0.3 0.7 0.3 -0.046
H 1.896913 -0.561326 3.814307 0.1 -0.3 -0.2 0.082
H 2.524717 0.860467 3.066704 0.0 0.0 -0.2 0.079
H 2.773500 -0.664186 2.240420 0.0 -0.3 0.0 0.069
H -0.103066 1.497540 3.545811 0.5 0.2 -0.1 0.110
H -2.120895 1.853615 2.376731 -0.1 0.1 -0.2 0.098
H -2.490237 0.857239 0.121938 -0.1 -0.4 -0.1 0.101
H -0.832674 -0.856427 -0.695169 -0.1 0.1 -0.1 0.082
H 1.191640 -1.346467 0.603859 0.0 0.0 -0.1 0.108
C 0.238226 -1.002389 -3.280780 -0.7 -0.2 -0.3 -0.165
C -0.831827 0.115992 -3.312789 1.0 0.1 0.0 -0.159
H 0.866892 -0.907624 -2.399783 0.2 0.0 -0.1 0.046
H -0.238135 -1.984212 -3.261977 0.0 0.0 0.2 0.060
H 0.853413 -1.019471 -4.179118 0.1 0.2 0.1 0.057
H -0.553549 0.862880 -4.058884 -0.3 -0.1 -0.1 0.061
H -1.831223 -0.261460 -3.498944 -0.1 0.1 -0.1 0.061
H -0.798068 0.636446 -2.358916 -0.4 0.1 0.0 0.036
```
Forces are in eV/Å.

Computed properties:
* net charge: 0
* LUMO level: 0.0388 hartree
* gap between HOMO and LUMO: 10.108 eV
* E_HOMO: -9.052 eV
* SMILES: Cc1ccccc1.CC

***

Entry 3:
# C9H14

A 2-piece molecular cluster, C9H14 overall in a non-equilibrium geometry (ωB97M-V/def2-TZVPD, the OMol25 dataset).

Geometry as XYZ:
```
23
Properties=species:S:1:pos:R:3:forces:R:3:lowdin_charge:R:1
C -2.055249 -1.701041 1.360708 1.7 -0.6 1.3 -0.149
C -1.228901 -0.593828 2.242099 -3.5 -2.3 1.1 -0.134
H -2.333898 -1.332522 0.358914 0.2 -0.6 0.4 0.021
H -1.395168 -2.653641 1.382133 -1.1 1.5 -0.8 0.086
H -2.983938 -2.035404 1.893837 0.8 0.7 -0.4 0.072
H -0.621603 0.111232 1.757003 0.7 0.8 -1.0 -0.005
H -0.590676 -1.196905 2.921469 -0.6 0.8 0.0 0.071
H -2.092673 -0.063515 2.773336 1.7 -0.4 -0.2 0.088
C 2.328052 -0.936516 -1.530982 0.0 2.8 0.0 0.016
C -0.893515 0.750473 -0.656096 -2.8 -0.6 1.6 -0.003
C -0.423308 2.099667 -0.553115 1.7 -1.0 0.4 0.046
C -0.035145 -0.288330 -0.965248 -0.6 3.7 0.1 -0.004
C 1.294532 0.068339 -1.145317 2.4 -1.0 -1.0 -0.153
C 0.952884 2.407041 -0.646143 -0.3 -2.7 -1.4 0.018
C 1.876765 1.398467 -1.049081 -5.0 2.2 2.2 0.098
H -2.028287 0.556186 -0.236885 3.0 0.4 -1.7 0.182
H -1.076745 2.873484 -0.251284 -0.8 0.6 0.0 0.119
H -0.449734 -1.209640 -1.159178 -0.3 -2.2 -0.1 0.108
H 1.136703 3.418583 -0.509319 1.1 1.6 0.2 0.099
H 2.879427 -0.430950 -2.343030 0.3 -0.6 0.4 0.125
H 1.911841 -1.802342 -1.858222 -1.1 -2.7 -1.0 0.061
H 2.875520 1.693808 -1.102303 1.6 -0.4 -0.4 0.120
H 2.953116 -1.132656 -0.683302 0.8 0.0 0.5 0.117
```
Forces are in eV/Å.

Computed properties:
* net charge: +1
* 2S+1: 2
* LUMO level (spin up / spin down): -0.1644 / -0.3029 hartree
* gap between HOMO and LUMO (spin up / spin down): 10.010 / 6.238 eV
* E_HOMO (spin up / spin down): -14.482 / -14.479 eV

***

The records above give, respectively, calculated total energy values of -351.09785, -351.31770, -350.94512 hartree.